1.
2 unconnected molecules or ions with the total composition C2H2O4 at a distorted geometry. Source: the Open Molecules 2025 dataset; level of theory: ωB97M-V with the def2-TZVPD basis set.

Cartesian coordinates (Å):
C: -1.198 -0.034 -0.375
H: -2.563 0.562 1.123
O: 1.562 -0.535 0.702
O: -1.746 -0.632 -1.221
O: 1.820 0.424 -1.282
O: -1.609 0.584 0.731
H: 2.585 -0.436 0.671
C: 1.149 0.067 -0.349

## Properties
Highest occupied orbital energy (spin up / spin down) ... -7.0263 / -12.0811 eV
Orbital gap (spin up / spin down) ... 0.2795 / 0.3595 Ha
F_max ... 3.875 eV/A
Multiplicity ... 3
LUMO level (spin up / spin down) ... 0.58 / -2.30 eV
Relative energy (zero: lowest compared OMol25 entry of this formula, charge and spin) ... 4.3 kcal/mol

Atomic partial charges in e from the Löwdin method, atoms 1 to 6:
1. C -0.363
2. H 0.169
3. O 0.101
4. O 0.147
5. O 0.111
6. O 0.049


2.
A molecular structure, C3H3N3OS at a distorted geometry. Source: the Open Molecules 2025 dataset; level of theory: ωB97M-V with the def2-TZVPD basis set.

Cartesian coordinates (Å):
N: -0.641 -2.069 -0.303
S: -1.643 1.068 -1.093
N: 2.423 -0.725 0.573
C: -0.313 0.369 -0.191
C: -0.033 -0.955 0.081
C: 0.704 1.245 0.338
N: 1.446 -1.330 0.459
H: 0.447 2.231 0.156
H: -1.681 -1.823 -0.575
H: -2.684 1.067 -0.184
O: 1.974 0.922 0.739

## Properties
Highest occupied orbital energy ... -9.1637 eV
Orbital gap ... 0.3232 Ha
F_max ... 6.388 eV/A
LUMO level ... -0.37 eV
Relative energy (zero: lowest compared OMol25 entry of this formula, charge and spin) ... 124.8 kcal/mol

Atomic partial charges in e from the Löwdin method, atoms 1 to 6:
1. N 0.104
2. S 0.787
3. N 0.204
4. C -0.640
5. C -0.389
6. C -0.111


3.
A molecular structure, C19H23ClNTi at a distorted geometry. Source: the Open Molecules 2025 dataset; level of theory: ωB97M-V with the def2-TZVPD basis set.

Cartesian coordinates (Å):
H: 1.865 2.196 -1.261
H: -2.414 -0.515 5.280
C: -1.981 -0.965 -0.843
C: 1.850 1.254 -0.702
C: 0.522 -0.472 -3.867
H: 0.179 -1.508 -3.819
H: 1.493 1.407 2.992
C: 2.180 -0.934 -0.002
H: -0.178 2.636 -2.511
H: -1.083 -2.520 2.022
H: 1.402 1.881 -3.115
H: -2.752 -0.451 -1.431
H: 2.630 -0.391 2.154
N: -0.313 0.355 2.828
C: -0.579 0.643 5.573
H: -2.106 -0.568 -3.315
H: -0.612 -2.131 -2.297
H: -0.644 0.755 6.643
H: -2.087 -0.682 2.861
H: 0.564 -3.078 -0.126
H: 2.096 2.198 1.270
C: 0.628 1.015 3.515
H: 0.269 -0.106 -4.864
C: -1.137 -2.050 1.009
C: -0.206 0.448 -2.885
C: -0.293 -2.368 -0.107
C: 2.298 -0.072 1.141
C: -1.548 -0.040 4.836
H: 2.368 -2.025 -0.057
C: -1.670 0.447 -3.345
C: 2.021 1.252 0.710
H: -2.989 -0.713 1.097
C: -2.114 -1.123 0.558
H: 0.039 2.105 -4.193
H: 2.244 -0.503 -2.164
C: 0.535 1.181 4.899
Ti: -0.065 0.145 -1.009
C: 0.302 1.850 -3.142
H: -2.280 1.235 -2.852
Cl: 1.789 1.981 5.742
H: -1.650 0.704 -4.417
C: -1.355 -0.146 3.449
H: 1.610 -0.379 -3.807
C: 2.047 -0.130 -1.164
C: -0.874 -1.823 -1.282

## Properties
Highest occupied orbital energy ... -11.5131 eV
Orbital gap ... 0.2646 Ha
F_max ... 3.545 eV/A
Total charge ... +1
LUMO level ... -4.31 eV

Atomic partial charges in e from the Löwdin method, atoms 1 to 6:
1. H 0.104
2. H 0.112
3. C -0.239
4. C -0.227
5. C -0.073
6. H 0.083


4.
A molecular structure, C20H54FNO11P2SSi2 at a distorted geometry. Source: the Open Molecules 2025 dataset; level of theory: ωB97M-V with the def2-TZVPD basis set.

Cartesian coordinates (Å):
C: -4.514 11.743 0.786
H: -2.481 11.705 2.846
C: -2.609 -5.237 -2.213
H: 7.475 -6.640 3.192
H: 4.817 1.875 0.261
Si: 0.424 -0.384 1.888
H: -3.333 -2.153 -7.772
C: -3.824 7.978 1.600
C: -2.535 9.578 2.908
H: -4.653 -1.157 -7.097
H: -1.101 -5.399 -6.373
O: 5.987 -5.000 1.752
H: -0.241 7.011 1.391
H: -3.250 6.666 0.024
C: 3.602 -4.430 1.983
H: -0.364 -0.577 -1.211
H: 3.491 -2.467 4.601
H: 6.610 -8.235 5.273
O: 1.728 0.593 2.297
N: -0.161 3.521 1.078
C: 0.286 -1.439 -1.273
O: 5.787 -6.544 4.393
H: -4.679 11.608 -0.281
C: -3.160 10.900 2.533
H: -4.376 12.811 0.993
H: 4.511 -5.817 0.685
S: 4.406 1.733 1.521
O: -2.353 -4.544 -3.412
H: -5.399 11.385 1.324
H: 2.251 -2.462 3.325
H: -2.963 -6.256 -2.406
H: 7.504 -4.203 2.770
H: 4.522 -6.345 2.365
H: 4.907 -8.325 4.770
H: 1.959 3.965 -0.711
H: 1.135 -1.172 -1.880
H: -3.389 -4.696 -1.680
C: 5.890 -7.944 4.499
H: 3.793 -3.558 1.350
C: -0.157 -3.341 0.833
H: -4.223 8.773 0.966
O: 3.573 -4.060 3.351
H: -4.346 -5.036 -4.643
H: 7.599 -5.614 4.643
C: 4.655 -5.478 1.714
C: -4.321 -5.098 -5.733
O: 2.164 4.441 0.113
O: -3.986 -2.703 -5.881
C: -3.741 -1.714 -6.855
H: -2.240 9.650 3.957
H: -0.751 0.432 1.491
H: -3.006 -1.025 -6.443
H: 3.955 -2.064 2.937
O: -1.740 8.014 0.363
Si: 2.307 1.635 1.200
O: -3.078 -5.593 -6.198
C: 6.570 -4.715 3.010
H: 5.954 -4.025 3.591
H: -1.709 -5.278 -1.587
H: -4.644 7.291 1.821
F: 2.051 1.131 -0.289
H: 2.618 -4.841 1.716
O: -3.419 8.471 2.863
H: -0.571 4.449 1.028
C: -1.889 -4.967 -5.751
P: 0.942 -1.929 0.390
H: 0.049 -4.110 0.101
H: -0.246 -2.275 -1.695
H: -4.107 11.014 3.073
H: 0.073 -3.735 1.810
C: -1.525 -5.257 -4.315
H: -0.382 6.619 -0.353
H: 0.052 -1.107 3.121
H: 6.187 -8.394 3.544
H: 0.269 8.187 0.168
H: -0.482 -4.950 -4.153
H: -5.049 -5.854 -6.035
H: -4.670 -3.877 -7.448
C: -4.754 -3.794 -6.359
H: -0.311 3.064 0.184
C: 6.933 -5.931 3.829
H: -5.808 -3.621 -6.104
H: -1.202 -3.077 0.743
H: -2.359 6.428 1.549
H: -1.907 -3.892 -5.939
H: -1.600 -6.336 -4.137
P: 1.506 3.703 1.439
C: -0.465 7.418 0.397
C: -2.770 7.183 0.867
C: 3.301 -2.692 3.552
O: -3.368 11.000 1.135
H: -1.632 9.394 2.322

## Properties
Highest occupied orbital energy ... -8.3607 eV
Orbital gap ... 0.3196 Ha
F_max ... 1.238 eV/A
LUMO level ... 0.34 eV

Atomic partial charges in e from the Löwdin method, atoms 1 to 6:
1. C -0.115
2. H 0.128
3. C -0.111
4. H 0.125
5. H -0.189
6. Si 0.364


5.
2 unconnected molecules or ions with the total composition C5H11N2O at a distorted geometry. Source: the Open Molecules 2025 dataset; level of theory: ωB97M-V with the def2-TZVPD basis set.

Cartesian coordinates (Å):
H: 0.054 -1.547 0.480
H: -0.411 0.253 -0.706
N: 0.015 1.225 -0.460
C: 1.762 -1.714 3.205
H: 0.842 0.736 1.137
H: 1.757 -1.046 4.062
H: -2.197 1.346 -0.847
H: 1.496 -2.777 0.734
H: 2.077 -2.748 3.186
O: -2.540 1.119 -3.310
C: -1.364 0.734 -2.611
H: -2.955 0.287 -3.577
C: 0.975 -1.855 0.953
C: -1.252 1.276 -1.378
C: 1.403 -1.075 2.025
H: 0.687 1.380 -1.217
N: 1.197 0.264 1.988
H: 1.288 0.872 2.784
H: -0.589 0.704 -3.367

## Properties
Highest occupied orbital energy ... -12.6154 eV
Orbital gap ... 0.2012 Ha
F_max ... 4.546 eV/A
Total charge ... +1
LUMO level ... -7.14 eV
Relative energy (zero: lowest compared OMol25 entry of this formula, charge and spin) ... 171.3 kcal/mol

Atomic partial charges in e from the Löwdin method, atoms 1 to 6:
1. H 0.096
2. H 0.061
3. N -0.001
4. C 0.276
5. H 0.058
6. H 0.113


6.
A molecular structure, C36H41HgN5Se at a distorted geometry. Source: the Open Molecules 2025 dataset; level of theory: ωB97M-V with the def2-TZVPD basis set.

Cartesian coordinates (Å):
C: -1.676 1.702 2.432
H: 6.293 2.107 0.653
C: -3.144 -0.308 -2.292
H: -4.163 -0.342 -2.626
H: -1.916 -4.930 -0.576
N: -1.007 0.068 -1.927
C: 6.669 1.423 -0.108
H: -2.950 2.325 0.823
N: 4.418 0.377 -0.595
H: 8.702 2.167 -0.189
C: -3.954 -4.039 0.647
C: -5.526 -2.232 0.879
H: -0.130 -2.193 2.982
H: -2.035 1.141 -3.524
H: -5.311 0.317 -1.064
C: -2.720 2.581 1.870
H: 9.435 0.626 -1.967
C: 3.952 -0.509 -1.534
H: 2.294 0.141 2.362
H: -1.236 -1.893 4.342
H: -5.534 -4.762 2.890
C: -0.359 -1.499 3.812
H: 0.475 1.171 -0.901
H: 3.570 2.273 -0.183
C: -3.175 -0.280 3.188
C: 8.406 0.562 -1.609
H: -5.938 0.257 0.584
C: 0.295 0.637 -1.851
N: 0.127 1.314 -4.210
C: 7.986 1.448 -0.594
C: -0.280 1.970 2.456
H: -0.982 -3.451 -0.314
N: -2.683 -1.098 -1.228
H: -3.657 -5.069 0.860
H: 2.163 2.519 -1.828
H: 2.331 1.621 3.348
Se: 2.230 -0.934 -2.090
H: -2.396 3.629 1.886
Hg: 0.382 -1.139 0.139
H: -0.279 4.052 2.013
H: 4.056 1.307 1.234
H: -4.256 0.720 0.313
N: 5.074 -1.011 -2.137
C: -3.516 -1.928 -0.420
H: 1.308 3.394 2.476
H: 1.959 3.432 -6.064
H: -4.011 0.428 3.152
H: -1.851 -3.704 -1.856
H: 0.501 -1.512 4.496
H: -6.467 -1.836 1.271
C: 3.608 1.255 0.235
H: -3.343 -1.043 2.414
C: 1.825 0.656 3.215
C: 0.577 1.989 -5.262
C: 1.647 2.893 -5.175
C: 2.263 3.084 -3.931
C: 1.757 2.400 -2.832
C: 7.523 -0.378 -2.162
H: -3.196 -0.792 4.161
C: -0.619 -0.128 3.326
H: 0.648 3.077 0.858
C: -1.349 -0.915 -1.081
H: 5.031 -1.687 -2.893
C: 0.692 1.474 -3.006
H: -6.294 -5.367 1.414
H: 0.068 1.811 -6.213
C: 0.383 3.181 1.925
C: -3.133 -3.252 -0.166
C: -5.159 -3.551 1.156
C: -5.056 0.048 -0.033
H: 2.593 0.848 0.305
H: 3.105 3.765 -3.812
H: 2.019 0.042 4.105
H: -6.970 -3.938 2.237
C: -6.042 -4.452 1.968
H: -3.652 2.496 2.444
C: 0.371 0.842 3.022
C: -2.120 0.436 -2.720
C: 5.816 0.468 -0.655
C: -1.904 -3.849 -0.768
C: -1.886 0.414 2.995
H: 7.792 -1.067 -2.963
C: 6.234 -0.408 -1.646
C: -4.699 -1.394 0.119

## Properties
Highest occupied orbital energy ... 0.7638 eV
Orbital gap ... 0.1269 Ha
F_max ... 5.255 eV/A
Total charge ... -2
LUMO level ... 4.22 eV
Relative energy (zero: lowest compared OMol25 entry of this formula, charge and spin) ... 0.0 kcal/mol

Atomic partial charges in e from the Löwdin method, atoms 1 to 6:
1. C -0.271
2. H 0.104
3. C -0.077
4. H 0.099
5. H 0.069
6. N -0.101